## A
Computed, not measured: a structure of composition ClHO3S, with ωB97M-V/def2-TZVPD.

Last column: natural (NBO) charge in e.
Atoms and positions in Å:
O 1.44 1.01 0.64  -0.880
O 0.05 0.52 -1.42  -0.912
O -0.81 0.19 0.82  -0.696
S 0.48 0.30 -0.08  2.245
Cl -1.83 -1.03 0.13  0.300
H 0.67 -0.98 -0.09  -0.058

Its expectation value of S² is 2.01. For the HOMO energy (alpha / beta), the calculation gives -0.3242 / -0.4417 Ha. Its spin multiplicity is 3.

---

## B
Computed, not measured: an isolated molecule of ClHO3S, with ωB97M-V/def2-TZVPD.

Last column: natural (NBO) charge in e.
Atoms and positions in Å:
O -0.56 0.97 1.12  -0.628
O -1.42 -1.16 0.22  -0.904
O -0.86 0.70 -1.30  -0.557
S -0.86 0.13 0.01  1.975
Cl 1.44 -0.81 -0.06  -0.167
H 2.27 0.17 0.01  0.281

Its expectation value of S² is 2.02. For the HOMO energy (alpha / beta), the calculation gives -0.2381 / -0.4341 Ha. Its spin multiplicity is 3.

---

The structure with the most favorable energy is A; the runner-up is 0.0458 hartree above it.

---

## A
Computed, not measured: a cluster of 2 separate species, C2H8N2S2 in total, with ωB97M-V/def2-TZVPD.

Last column: natural (NBO) charge in e.
Atoms and positions in Å:
C 2.11 0.84 -0.05  -0.688
C -1.94 -0.63 -0.10  -0.216
N -1.45 1.62 0.24  -0.621
N -1.36 0.33 0.47  -0.222
S 3.35 -0.53 0.35  -0.086
S -1.35 -2.26 0.25  -0.002
H 1.06 0.57 0.28  0.179
H 2.07 0.86 -1.15  0.229
H -2.70 -0.43 -0.86  0.214
H 2.44 1.76 0.49  0.237
H -2.30 1.75 -0.31  0.295
H -0.51 0.25 1.06  0.414
H 3.14 -1.28 -0.77  0.128
H -2.56 -2.86 0.11  0.140

For the HOMO energy, the calculation gives -0.2822 Ha.

---

## B
Computed, not measured: a cluster of 2 separate species, C2H8N2S2 in total, with ωB97M-V/def2-TZVPD.

Last column: natural (NBO) charge in e.
Atoms and positions in Å:
C -0.96 0.77 1.99  -0.743
S -1.39 1.65 0.43  0.058
S -2.49 0.25 -0.59  -0.142
H -0.40 -0.15 1.80  0.218
H -1.90 0.46 2.41  0.235
H -0.22 1.41 2.45  0.239
H -1.76 0.31 -1.71  0.147
N 1.62 -0.10 -0.31  -0.867
C 1.41 -0.81 -1.50  0.283
N 0.70 -1.84 -1.67  -0.689
H 0.82 0.28 0.16  0.386
H 2.50 0.33 -0.13  0.388
H 2.21 -0.65 -2.23  0.148
H -0.14 -1.93 -1.10  0.339

For the HOMO energy, the calculation gives -0.3249 Ha. Its SMILES is [H]/N=C\N.CSS.

---

The structure with the most favorable energy is B; the runner-up is 0.0831 hartree above it.

---

## A
Computed, not measured: an isolated molecule of C19H16FN5O3S2, with ωB97M-V/def2-TZVPD.

Last column: natural (NBO) charge in e.
Atoms and positions in Å:
O -2.26 0.58 2.57  -0.517
O -3.84 1.19 -3.83  -0.923
O -5.64 2.49 -4.37  -0.878
F 3.51 -1.26 -1.28  -0.321
N -4.19 1.00 1.62  -0.524
N -2.30 2.60 -1.51  -0.655
N -6.28 2.22 -1.19  -0.528
S -6.54 1.78 0.47  0.604
C -2.79 0.86 1.53  0.608
C -4.83 1.49 0.57  0.261
C -2.79 1.89 -0.64  0.444
C -5.04 2.22 -1.60  0.166
C 0.80 0.15 2.11  -0.225
C 0.22 -0.09 0.78  -0.192
C 2.07 -0.56 2.19  0.147
C 0.99 -1.13 0.26  0.199
C -0.66 0.89 0.15  0.049
C -2.03 1.13 0.30  -0.248
C 5.70 -3.43 0.75  -0.195
C 4.91 -3.81 1.86  -0.219
C 5.30 -2.48 -0.15  -0.272
C 3.63 -3.28 1.84  -0.185
C 4.00 -1.96 -0.19  0.392
C 3.18 -2.23 0.86  0.086
N -4.18 2.02 -0.55  -0.451
N 2.08 -1.41 1.09  -0.366
C 3.01 -0.39 3.41  -0.624
C 0.57 -1.96 -0.94  -0.662
C -3.46 3.80 -3.83  -0.774
S -4.58 2.43 -3.37  2.011
H -1.30 2.49 -1.67  0.356
H 0.54 0.94 2.82  0.228
H -0.22 1.44 -0.71  0.191
H 6.67 -3.98 0.72  0.224
H 5.20 -4.60 2.52  0.227
H 6.08 -2.11 -0.91  0.242
H 3.12 -3.45 2.74  0.218
H 3.94 0.01 3.22  0.216
H 2.51 0.18 4.13  0.232
H 3.19 -1.31 3.89  0.211
H 1.07 -3.00 -0.97  0.229
H 0.93 -1.46 -1.84  0.232
H -0.50 -2.21 -1.01  0.239
H -3.57 4.66 -3.27  0.232
H -2.48 3.48 -3.71  0.253
H -3.74 4.19 -4.83  0.262

For the HOMO energy, the calculation gives -0.2976 Ha. Its SMILES is [H]/N=C1\C(=C\c2cc(C)n(-c3ccccc3F)c2C)C(=O)N=C2SN=C(S(C)(=O)=O)N21.

---

## B
Computed, not measured: an isolated molecule of C19H16FN5O3S2, with ωB97M-V/def2-TZVPD.

Last column: natural (NBO) charge in e.
Atoms and positions in Å:
O -2.59 -1.18 1.59  -0.515
O -2.25 -4.97 -5.42  -0.892
O -0.78 -3.34 -4.52  -0.902
F 3.76 2.27 0.52  -0.327
N -3.81 -1.69 -0.18  -0.542
N -0.62 -3.52 -1.46  -0.657
N -4.38 -3.79 -3.17  -0.550
S -5.35 -2.83 -2.18  0.657
C -2.57 -1.31 0.39  0.601
C -3.92 -2.36 -1.34  0.241
C -1.55 -2.73 -1.33  0.446
C -3.08 -3.70 -2.99  0.168
C 0.07 0.25 2.37  -0.254
C 0.13 0.13 0.91  -0.143
C 0.64 1.46 2.74  0.142
C 0.74 1.28 0.43  0.167
C -0.07 -1.11 0.04  -0.023
C -1.34 -1.61 -0.34  -0.192
C 3.17 5.63 1.64  -0.205
C 1.89 5.48 2.15  -0.208
C 3.89 4.48 1.22  -0.266
C 1.25 4.26 2.22  -0.204
C 3.15 3.35 1.06  0.384
C 1.83 3.20 1.58  0.093
N -2.76 -2.86 -1.89  -0.457
N 1.09 2.06 1.58  -0.362
C 0.78 1.83 4.18  -0.645
C 0.94 1.72 -0.96  -0.673
C -0.87 -5.74 -3.42  -0.822
S -1.78 -4.37 -4.17  2.054
H 0.27 -3.41 -1.05  0.377
H -0.51 -0.39 3.03  0.241
H 0.71 -1.41 -0.59  0.195
H 3.74 6.56 1.79  0.224
H 1.33 6.38 2.54  0.220
H 4.98 4.53 1.00  0.243
H 0.25 4.11 2.39  0.225
H -0.11 2.26 4.64  0.227
H 1.13 0.99 4.80  0.235
H 1.60 2.57 4.18  0.221
H 0.43 1.09 -1.73  0.242
H 0.66 2.80 -1.13  0.234
H 2.02 1.60 -1.26  0.232
H -0.89 -6.63 -4.10  0.262
H -1.33 -6.06 -2.49  0.244
H 0.11 -5.31 -3.28  0.266

For the HOMO energy, the calculation gives -0.2958 Ha. Its SMILES is [H]/N=C1\C(=C\c2cc(C)n(-c3ccccc3F)c2C)C(=O)N=C2SN=C(S(C)(=O)=O)N21.

---

The structure with the most favorable energy is B; the runner-up is 0.0443 hartree above it.

---

## A
Computed, not measured: an isolated molecule of C17H22N2O4S, with ωB97M-V/def2-TZVPD.

Last column: natural (NBO) charge in e.
Atoms and positions in Å:
N -3.26 -2.54 0.93  -0.340
C -4.16 -2.40 0.25  0.308
C -5.23 -2.25 -0.70  -0.547
H -5.27 -3.14 -1.33  0.253
H -6.18 -2.16 -0.16  0.267
C -5.00 -0.99 -1.58  -0.218
N -5.60 0.22 -1.09  -0.858
S -5.25 0.73 0.48  2.299
O -5.51 -0.31 1.43  -0.938
O -5.97 1.96 0.63  -0.927
C -3.50 1.05 0.37  -0.336
C -2.64 0.48 1.28  -0.193
C -1.28 0.74 1.18  -0.109
C -0.81 1.56 0.16  -0.151
C -1.70 2.13 -0.76  -0.162
C -3.05 1.87 -0.65  -0.192
H -3.77 2.30 -1.33  0.242
H -1.30 2.76 -1.54  0.243
C 0.64 1.85 0.00  0.784
O 1.11 2.42 -0.96  -0.593
O 1.36 1.42 1.03  -0.505
C 2.77 1.61 0.97  -0.065
C 3.47 0.50 0.18  -0.245
C 3.23 -0.86 0.84  -0.400
C 3.92 -1.96 0.04  -0.394
C 5.42 -1.69 -0.06  -0.396
C 5.66 -0.33 -0.71  -0.392
C 4.97 0.78 0.09  -0.397
H 5.39 0.83 1.09  0.194
H 5.13 1.74 -0.40  0.211
H 6.73 -0.12 -0.76  0.208
H 5.28 -0.34 -1.73  0.196
H 5.91 -2.47 -0.64  0.208
H 5.86 -1.69 0.94  0.192
H 3.75 -2.93 0.53  0.209
H 3.49 -2.01 -0.96  0.194
H 2.16 -1.06 0.89  0.214
H 3.62 -0.84 1.85  0.192
H 3.04 0.49 -0.83  0.211
H 3.11 1.62 2.01  0.191
H 2.98 2.59 0.51  0.205
H -0.59 0.30 1.88  0.232
H -3.04 -0.16 2.05  0.260
H -6.60 0.27 -1.22  0.404
H -5.39 -1.17 -2.58  0.221
H -3.92 -0.81 -1.66  0.220

For the HOMO energy, the calculation gives -0.3698 Ha. Its SMILES is N#CCCNS(=O)(=O)c1ccc(C(=O)OCC2CCCCC2)cc1.

---

## B
Computed, not measured: an isolated molecule of C17H22N2O4S, with ωB97M-V/def2-TZVPD.

Last column: natural (NBO) charge in e.
Atoms and positions in Å:
C -6.00 -0.05 0.40  -0.637
C -4.57 -0.32 0.05  0.018
C -3.75 -1.20 0.62  -0.005
C -4.07 -2.12 1.76  -0.632
H -5.11 -2.09 2.04  0.215
H -3.47 -1.85 2.63  0.213
H -3.81 -3.14 1.49  0.215
C -2.34 -1.24 0.11  -0.425
C -1.78 0.20 0.11  -0.273
C -0.35 0.19 -0.40  0.672
O -0.04 0.27 -1.57  -0.647
N 0.57 -0.02 0.56  -0.446
H 0.43 0.09 1.56  0.432
N 1.93 -0.02 0.22  -0.449
C 2.83 0.29 1.19  0.653
O 2.48 0.43 2.35  -0.632
C 4.23 0.41 0.73  -0.190
C 5.09 1.22 1.40  -0.357
S 6.65 1.24 0.70  0.458
C 6.16 0.11 -0.52  -0.172
C 4.85 -0.25 -0.39  -0.050
C 4.19 -1.25 -1.28  -0.644
H 3.45 -1.82 -0.73  0.233
H 4.93 -1.93 -1.68  0.223
H 3.70 -0.76 -2.13  0.219
C 7.13 -0.35 -1.55  -0.647
H 7.32 -1.42 -1.44  0.224
H 6.75 -0.17 -2.55  0.225
H 8.07 0.18 -1.43  0.226
H 4.87 1.81 2.27  0.252
H 2.07 0.11 -0.77  0.430
H -1.79 0.56 1.14  0.224
C -2.65 1.10 -0.78  -0.338
C -2.81 2.48 -0.18  0.806
O -3.78 3.18 -0.28  -0.598
O -1.70 2.88 0.46  -0.695
H -1.82 3.79 0.79  0.502
C -4.02 0.48 -1.10  -0.429
H -3.92 -0.17 -1.97  0.218
H -4.71 1.29 -1.36  0.243
H -2.11 1.25 -1.72  0.275
H -1.71 -1.87 0.75  0.218
H -2.30 -1.63 -0.91  0.221
H -6.11 1.01 0.66  0.224
H -6.34 -0.64 1.24  0.210
H -6.64 -0.25 -0.45  0.215

For the HOMO energy, the calculation gives -0.3217 Ha. Its SMILES is CC1=C(C)C[C@@H](C(=O)NNC(=O)c2csc(C)c2C)[C@H](C(=O)O)C1.

---

The structure with the most favorable energy is B; the runner-up is 0.0287 hartree above it.

---

## A
Computed, not measured: a cluster of 3 separate species, C3H12NO4 in total, with ωB97M-V/def2-TZVPD.

Last column: natural (NBO) charge in e.
Atoms and positions in Å:
C 1.05 -0.18 0.69  -0.204
C 1.31 -1.16 -0.45  -0.542
C 0.50 -0.74 -1.64  0.798
O 1.21 -0.32 -2.67  -0.640
O -0.71 -0.81 -1.61  -0.630
N -0.39 -0.29 1.12  -0.699
H 1.69 -0.43 1.53  0.242
H 1.17 0.85 0.36  0.234
H 1.12 -2.20 -0.19  0.253
H 2.37 -1.19 -0.71  0.269
H 0.65 -0.03 -3.41  0.517
H -0.66 0.18 1.99  0.463
H -0.57 -1.27 1.30  0.424
H -1.04 -0.04 0.36  0.487
H 0.56 1.19 4.60  0.497
H -0.20 2.10 3.60  0.484
O -0.14 1.21 3.94  -0.973
H -2.26 1.10 -1.48  0.499
H -2.96 1.60 -0.20  0.490
O -2.09 1.41 -0.58  -0.968

The net charge is +1. For the HOMO energy, the calculation gives -0.5404 Ha.

---

## B
Computed, not measured: a cluster of 3 separate species, C3H12NO4 in total, with ωB97M-V/def2-TZVPD.

Last column: natural (NBO) charge in e.
Atoms and positions in Å:
O 1.54 0.88 0.56  -0.754
C 1.60 0.98 -0.83  0.754
C 0.42 0.17 -1.34  -0.354
N -0.56 -0.02 -0.22  -0.580
C -1.59 -1.02 -0.59  -0.426
O 2.52 1.64 -1.38  -0.506
H 2.31 1.42 1.06  0.544
H 0.81 -0.86 -1.87  0.289
H -0.13 0.77 -2.13  0.270
H 0.00 -0.38 0.66  0.497
H -1.08 0.92 0.10  0.495
H -2.19 -1.27 0.24  0.238
H -1.07 -1.98 -0.98  0.250
H -2.23 -0.50 -1.34  0.223
H -1.25 1.81 2.42  0.500
H -1.22 2.82 1.34  0.496
O -1.41 1.91 1.50  -0.951
H 0.92 -2.77 1.72  0.525
H 1.71 -2.09 0.32  0.499
O 0.89 -2.42 0.75  -1.008

The net charge is +1. For the HOMO energy, the calculation gives -0.5441 Ha.

---

The structure with the most favorable energy is A; the runner-up is 0.0763 hartree above it.